C4H5O2Tl | the ωB97M-V functional and the def2-TZVPD basis

```
12
Properties=species:S:1:pos:R:3:forces:R:3
O 2.037 -1.714 -0.440 0.3224 -1.2661 0.5784
C 1.933 -0.384 -0.639 -0.7718 0.7813 0.1926
C 0.657 0.280 -0.599 0.5699 0.1776 -0.6039
C -0.433 -0.060 0.189 -1.4075 0.7129 0.2326
C -1.635 0.671 0.098 3.5288 -0.1416 -1.6689
O -2.638 0.554 0.849 -1.3388 1.0050 -0.6706
Tl -3.331 -0.440 2.459 -1.0087 -1.4044 2.2767
H 2.575 0.079 -1.423 0.2324 -0.3582 0.8045
H 2.317 -0.698 0.561 -0.1283 0.7516 -1.7141
H 0.530 1.095 -1.322 0.1120 -0.0233 0.4940
H -0.333 -0.833 0.956 -0.0656 0.0566 -0.2252
H -1.678 1.450 -0.689 -0.0449 -0.2913 0.3040
```
Forces are in eV/Å.

Its relative energy (zero: lowest compared OMol25 entry of this formula, charge and spin) is 55.3 kcal per mole. The value obtained for the frontier orbital gap (alpha / beta) is 7.143 / 5.783 eV. As for the LUMO energy (alpha / beta): -0.02185 / -0.02016 Ha.